{
  "formula": "C4HHoO2",
  "method": "ωB97M-V/def2-TZVPD",
  "symbols": ["Ho", "C", "C", "O", "O", "C", "H", "C"],
  "xyz": [[2.792299, 0.289678, 0.523145], [0.237385, -0.061351, -0.139533], [-1.098881, -0.567643, -0.061344], [-2.804372, -1.693087, -1.634321], [0.970129, -0.238234, -1.150519], [-2.405612, -0.055348, 0.304929], [-2.154020, -2.045905, -2.258191], [-2.240022, -0.971568, -0.705203]],
  "forces_ev_per_angstrom": [[-1.955, -0.392, -1.081], [-0.846, -1.003, -0.224], [-0.881, 1.761, 0.126], [-0.112, 0.050, -0.307], [2.532, 0.363, 0.539], [0.449, -0.507, 0.466], [-0.009, -0.031, 0.112], [0.822, -0.241, 0.369]],
  "nbo_charge": [1.75, 0.05, -0.25, -0.60, -0.69, -0.07, 0.50, 0.30],
  "e_lumo_ev": [-6.33, -6.51],
  "charge": 1,
  "spin_multiplicity": 6,
  "homo_lumo_gap_ev": [3.84, 4.72]
}

***

{
  "formula": "C6H9N2OPS",
  "method": "ωB97M-V/def2-TZVPD",
  "symbols": ["C", "C", "H", "H", "P", "C", "N", "H", "H", "H", "O", "C", "H", "N", "H", "H", "S", "H", "C", "C"],
  "xyz": [[1.530734, -0.613754, 1.461380], [-2.787803, -0.266713, -0.731604], [3.549985, 0.184890, -0.846769], [1.554235, -1.720878, 1.217677], [1.239306, 0.367043, -0.091150], [-0.388466, -0.412565, -0.894537], [-3.660223, 0.318157, -0.012140], [-0.818386, 1.712774, 0.909757], [-3.431954, 1.837342, 1.421059], [-2.849644, -1.223513, -1.306301], [1.333351, 1.788862, 0.170963], [-1.632667, 1.100437, 0.531234], [2.343241, -0.131281, -2.160774], [-1.515439, 0.196369, -0.473069], [2.573821, -0.384231, 1.665940], [0.984059, -0.510881, 2.281906], [-0.275672, -1.897046, -1.668827], [2.606501, -1.339709, -1.027308], [-2.948894, 1.269173, 0.754418], [2.593914, -0.274476, -1.201858]],
  "forces_ev_per_angstrom": [[2.716, -2.050, -4.613], [0.926, -1.724, -0.672], [-0.827, -0.314, -0.581], [-0.229, 1.140, 0.038], [0.318, -3.746, -0.453], [3.327, 1.203, 0.579], [-0.946, 1.260, 0.805], [-0.080, -0.424, -0.232], [-1.563, 2.123, 2.213], [-0.424, 1.206, 0.268], [-0.520, 1.933, -0.052], [0.305, 2.213, 0.685], [-0.561, 0.952, -3.623], [-0.872, -0.883, 0.017], [0.154, 0.226, 0.286], [-2.656, 1.019, 3.261], [0.037, -0.188, -0.130], [0.272, -0.493, 0.071], [0.488, -3.405, -2.495], [0.135, -0.048, 4.629]],
  "nbo_charge": [-0.97, 0.17, 0.26, 0.23, 1.89, -0.42, -0.43, 0.26, 0.20, 0.19, -1.06, -0.11, 0.24, -0.40, 0.24, 0.24, 0.28, 0.23, -0.08, -0.96],
  "e_lumo_ev": [0.49, -3.31],
  "charge": 0,
  "spin_multiplicity": 3,
  "homo_lumo_gap_ev": [7.65, 5.87]
}

***

Number 1: DFT total energy -34041.2405 eV. Number 2: DFT total energy -31516.7904 eV.